{
  "formula": "C2H5ClN2O",
  "method": "ωB97M-V/def2-TZVPD",
  "e_lumo_ha": 0.0129,
  "total_energy_ev": -19699.973,
  "gap_ha": 0.316,
  "spin_multiplicity": 1,
  "symbols": ["C", "C", "N", "N", "O", "Cl", "H", "H", "H", "H", "H"],
  "xyz": [[0.447215, 0.436041, -0.206471], [-0.803951, 0.005531, 0.511133], [0.923142, -0.913087, -0.162712], [-0.264612, -1.370464, 0.381116], [1.276249, 1.359082, 0.338984], [-2.437387, 0.276802, -0.244445], [0.397348, 1.254282, -1.755594], [-0.793500, 0.380937, 1.573892], [1.145092, -1.491218, -0.918152], [-0.779623, -2.004427, -0.245561], [0.890030, 2.066523, 0.727808]],
  "atomic_forces_ev_per_a": [[1.10, 2.74, -4.32], [-0.78, -0.60, 0.42], [1.18, 1.56, 0.53], [-3.11, -1.41, 1.90], [2.87, -3.66, -0.84], [1.13, -0.05, 0.54], [-0.60, -2.25, 2.74], [-0.44, -0.47, -1.08], [1.01, -0.01, -1.79], [-0.05, 0.83, 0.28], [-2.31, 3.32, 1.63]]
}